Entry 1:
ORCA calculation (wB97M-V/def2-TZVPD) on an isolated ion of composition C3H2ClO3 and charge -1.

Calculated values
net charge = -1
HOMO level (spin up / spin down) = -2.808 / -2.807 eV

Last column: Mulliken charge in e.
Positions of all 9 atoms, in Å:
1 C 1.84 -0.57 -0.41  -0.26
2 C -1.72 -0.62 0.40  -0.37
3 C -1.99 0.68 0.03  0.63
4 O -1.95 1.86 0.05  -0.55
5 O -2.55 -0.25 -0.86  -0.38
6 O 2.17 0.33 0.62  -0.46
7 Cl 0.09 -1.25 0.07  -0.04
8 H 1.84 -0.11 -1.36  0.11
9 H 2.27 -0.08 1.46  0.31

***

Entry 2:
ORCA calculation (wB97M-V/def2-TZVPD) on C40H36As2MgN6O2S as an isolated structure.

Calculated values
net charge = +2
HOMO level = -13.122 eV

Last column: Mulliken charge in e.
Positions of all 88 atoms, in Å:
1 Mg 0.39 0.31 0.26  1.85
2 C 2.66 3.43 2.17  -0.65
3 O 3.41 2.74 1.14  -0.31
4 C 2.75 2.17 0.19  0.58
5 O 1.52 2.18 0.09  -0.89
6 N 3.07 0.14 -1.22  0.69
7 N 2.22 0.16 -2.37  -0.64
8 H 1.98 4.15 1.72  0.33
9 H 3.40 3.92 2.79  0.29
10 H 2.09 2.70 2.75  0.25
11 H 3.92 -0.42 -1.37  0.59
12 H 1.91 -0.80 -2.52  0.24
13 H 2.77 0.46 -3.17  0.32
14 C -3.33 -0.21 -0.87  -1.24
15 C -2.82 0.84 -1.84  -0.86
16 As -0.88 0.73 -2.12  1.20
17 C -0.59 2.15 -3.38  0.10
18 C 0.41 3.09 -3.14  -0.17
19 C 0.60 4.14 -4.03  -0.70
20 C -0.19 4.25 -5.16  -0.57
21 C -1.19 3.32 -5.40  -0.78
22 C -1.39 2.28 -4.51  -0.50
23 C -0.66 -0.91 -3.13  0.20
24 C -0.77 -2.12 -2.43  0.01
25 C -0.56 -3.33 -3.08  -0.86
26 C -0.21 -3.34 -4.43  -0.65
27 C -0.08 -2.14 -5.12  -0.82
28 C -0.30 -0.93 -4.47  -0.29
29 As -2.31 -0.34 0.80  0.70
30 C -2.69 -2.16 1.35  0.46
31 C -1.65 -3.09 1.33  0.29
32 C -1.91 -4.42 1.66  -1.00
33 C -3.19 -4.81 2.01  -0.58
34 C -4.23 -3.88 2.02  -0.80
35 C -3.98 -2.55 1.69  -0.60
36 C -3.36 0.71 2.05  0.63
37 C -3.94 1.90 1.64  -0.54
38 C -4.65 2.68 2.54  -0.75
39 C -4.76 2.28 3.87  -0.56
40 C -4.17 1.09 4.28  -0.92
41 C -3.47 0.31 3.37  -0.33
42 H -3.28 -1.20 -1.32  0.62
43 H -4.38 -0.03 -0.61  0.68
44 H -2.98 1.86 -1.47  0.41
45 H -3.33 0.76 -2.80  0.58
46 H 1.01 3.02 -2.24  0.20
47 H 1.37 4.88 -3.83  0.44
48 H -0.04 5.07 -5.85  0.41
49 H -1.82 3.42 -6.27  0.43
50 H -2.18 1.56 -4.71  0.37
51 H -1.03 -2.14 -1.38  0.27
52 H -0.66 -4.26 -2.54  0.51
53 H -0.05 -4.28 -4.94  0.41
54 H 0.19 -2.15 -6.17  0.46
55 H -0.20 0.00 -5.02  0.51
56 H -0.64 -2.79 1.07  0.20
57 H -1.10 -5.14 1.65  0.48
58 H -3.39 -5.84 2.26  0.42
59 H -5.23 -4.18 2.29  0.45
60 H -4.78 -1.83 1.71  0.47
61 H -3.87 2.24 0.61  0.24
62 H -5.11 3.60 2.22  0.44
63 H -5.31 2.88 4.57  0.41
64 H -4.27 0.76 5.31  0.42
65 H -3.04 -0.63 3.70  0.45
66 S 6.59 -1.78 3.96  0.19
67 N 5.05 -2.02 4.35  -0.68
68 C 4.33 -1.53 3.35  0.76
69 C 2.89 -1.42 3.31  0.69
70 C 2.06 -1.71 4.40  -0.64
71 C 0.72 -1.42 4.32  -0.98
72 C 0.24 -0.83 3.15  -0.41
73 N 1.01 -0.58 2.09  0.55
74 C 2.32 -0.90 2.15  -0.64
75 C 3.13 -0.56 0.97  0.20
76 N 2.35 -0.43 -0.15  -1.46
77 C 3.64 1.57 -0.90  0.12
78 C 5.07 1.35 -0.58  -1.29
79 C 5.42 0.38 0.28  -1.18
80 C 4.50 -0.39 1.11  0.46
81 C 5.10 -0.97 2.31  0.43
82 N 6.40 -1.04 2.54  -0.61
83 H 2.50 -2.14 5.30  0.59
84 H 0.04 -1.61 5.14  0.53
85 H -0.79 -0.52 3.09  0.34
86 H 3.49 2.18 -1.79  0.93
87 H 5.81 1.92 -1.13  0.54
88 H 6.47 0.20 0.48  0.55

***

Entry 3:
ORCA calculation (wB97M-V/def2-TZVPD) on a 2-piece molecular cluster, C2H5F2N overall.

Calculated values
HOMO level = -8.974 eV

Last column: Mulliken charge in e.
Positions of all 10 atoms, in Å:
1 C -1.89 0.04 -0.02  -0.31
2 C 2.24 0.46 0.61  -0.16
3 N 1.76 -0.47 -0.13  -0.21
4 F -0.96 -0.76 0.69  -0.26
5 F 2.30 1.65 -0.02  -0.15
6 H -1.33 0.98 -0.20  0.17
7 H -2.25 -0.60 -0.91  0.19
8 H -2.69 0.38 0.66  0.21
9 H 1.48 -1.31 0.37  0.29
10 H 1.33 -0.37 -1.04  0.23

***

Entry 4:
ORCA calculation (wB97M-V/def2-TZVPD) on a 2-piece molecular cluster, CH5BrN overall.

Calculated values
net charge = +1
HOMO level (spin up / spin down) = -14.020 / -14.922 eV

Last column: Mulliken charge in e.
Positions of all 8 atoms, in Å:
1 C 0.52 -0.30 -0.33  -0.44
2 N -0.48 0.66 -0.01  -0.34
3 Br 2.16 -0.03 0.34  0.10
4 H -0.16 -2.38 1.03  0.08
5 H 0.37 -0.76 -1.27  0.44
6 H -0.53 1.59 -0.62  0.39
7 H -1.49 0.29 -0.04  0.42
8 H -0.39 0.93 0.90  0.35

***

Entry 5:
ORCA calculation (wB97M-V/def2-TZVPD) on a 5-piece molecular cluster, C4H18N4O6 overall.

Calculated values
HOMO level = -10.010 eV

Last column: Mulliken charge in e.
Positions of all 32 atoms, in Å:
1 C -2.41 -0.23 0.35  -0.04
2 C -3.17 0.38 1.50  -0.68
3 O -2.47 1.46 2.08  -0.50
4 O -1.25 -0.94 0.80  -0.53
5 H -2.04 0.59 -0.28  0.06
6 H -3.07 -0.84 -0.27  0.36
7 H -3.42 -0.34 2.27  0.35
8 H -4.11 0.72 1.04  0.33
9 H -2.37 2.18 1.45  0.28
10 H -1.03 -0.62 1.68  0.36
11 C 0.01 2.26 -1.17  0.55
12 O 0.86 1.66 -1.78  -0.59
13 N -1.09 2.80 -1.79  -0.34
14 N 0.02 2.43 0.20  -0.41
15 H -1.11 2.79 -2.79  0.20
16 H -1.73 3.40 -1.30  0.17
17 H -0.75 2.97 0.55  0.20
18 H 0.24 1.57 0.68  0.22
19 C 2.17 -2.60 -1.66  0.64
20 O 3.03 -2.95 -0.86  -0.65
21 N 0.84 -2.84 -1.54  -0.34
22 N 2.47 -1.72 -2.68  -0.43
23 H 0.51 -3.50 -0.85  0.21
24 H 0.19 -2.53 -2.23  0.16
25 H 1.82 -1.18 -3.22  0.19
26 H 3.44 -1.50 -2.61  0.23
27 O 3.61 -0.16 3.31  -0.64
28 H 2.92 0.41 3.68  0.27
29 H 3.18 -0.58 2.55  0.41
30 O 1.69 -0.91 1.32  -0.69
31 H 2.18 -1.47 0.70  0.33
32 H 0.86 -0.73 0.88  0.32

***

Entry 6:
ORCA calculation (wB97M-V/def2-TZVPD) on one molecule with the formula C4H8N4.

Calculated values
HOMO level = -6.904 eV

Last column: Mulliken charge in e.
Positions of all 16 atoms, in Å:
1 C -1.74 -0.48 1.10  -0.07
2 C -0.47 -0.98 -0.76  -0.26
3 C -0.88 1.14 -0.35  -0.16
4 C 1.69 -1.70 0.44  -0.75
5 N -1.13 -1.28 0.33  -0.37
6 N -1.74 0.85 0.64  -0.15
7 N -0.99 2.26 -1.04  -0.28
8 N 0.89 -1.18 -0.73  -0.09
9 H -2.35 -0.65 1.95  0.41
10 H 1.18 -2.37 1.16  0.25
11 H 2.45 -2.29 -0.07  0.31
12 H 2.16 -0.69 0.93  0.20
13 H -2.46 1.46 1.08  0.23
14 H -0.22 2.85 -1.44  0.24
15 H -1.71 2.94 -0.95  0.21
16 H 1.34 -1.51 -1.56  0.27

***

Taking the records one at a time from the top gives energy above the lowest of the compared OMol25 structures with the same formula, charge and spin values of 129.3 85.2 60.5 102.7 9.4 100.1 kcal/mol.